Computed, not measured: C24H22BO3Tb as an isolated structure at a distorted geometry, with the ωB97M-V functional and the def2-TZVPD basis.

Kohn-Sham gap (alpha / beta), eV: 6.58 / 7.06
Expectation value of S²: 12.656
M, g/mol: 528.17
2S+1: 7
Total charge: 0
E, Ha: -2002.51307

```
51
Properties=species:S:1:pos:R:3:lowdin_spin:R:1
Tb 0.294 0.194 -0.409 4.7744
O -0.583 0.687 4.732 0.0798
O 0.257 0.020 -3.079 0.0343
O -0.688 -1.569 4.550 0.0651
C 1.022 1.465 1.614 0.0232
C -0.380 1.714 1.521 0.0353
C 1.685 2.127 0.536 0.0134
C -0.401 -2.395 0.048 0.0146
C 0.201 1.967 -7.131 -0.0001
C -0.922 -0.532 -3.681 0.0096
C 0.327 -0.740 -4.491 0.0061
C 0.516 0.004 -5.744 0.0008
C 1.103 -0.033 -8.133 0.0000
C -1.135 -1.214 5.804 0.0201
C -1.291 -2.046 6.894 0.0005
C 0.729 -1.129 1.617 0.1621
C -1.088 0.170 5.922 0.0239
C 0.971 -2.378 -0.321 0.0214
C 0.686 2.896 -0.153 0.0240
C -1.367 -0.035 8.280 -0.0004
C -0.581 2.636 0.444 0.0188
C 0.081 1.336 -5.896 0.0006
C -0.561 -1.596 1.232 0.0399
C 1.033 -0.671 -6.885 0.0007
C 1.684 -1.577 0.649 0.0263
C 0.706 1.312 -8.273 0.0005
C -1.376 -1.426 8.159 -0.0008
C -1.231 0.797 7.142 0.0012
B -0.350 -0.392 3.848 0.4903
H 0.948 -0.685 2.635 0.0682
H -1.480 0.423 9.259 0.0001
H -1.602 0.217 -4.084 0.0013
H 0.907 3.664 -0.926 0.0010
H -0.082 3.013 -7.218 0.0000
H -1.207 1.883 7.189 0.0003
H -1.543 3.103 0.213 0.0011
H -1.227 -2.954 -0.422 0.0006
H 1.433 -2.954 -1.133 0.0025
H -1.142 1.338 2.228 0.0166
H 1.523 0.963 2.451 0.0053
H 1.369 -1.711 -6.793 0.0000
H 0.814 -1.723 -4.435 0.0005
H -1.458 -1.489 1.832 0.0110
H -1.297 -3.118 6.723 0.0002
H 2.761 2.206 0.431 0.0019
H -1.333 -1.415 -3.209 0.0028
H -1.473 -2.065 9.031 0.0001
H 2.762 -1.434 0.728 0.0011
H 1.492 -0.564 -9.018 0.0000
H 0.824 1.843 -9.235 0.0000
H -0.329 1.862 -5.040 0.0002
```